# 1
16
Properties=species:S:1:pos:R:3:mulliken_charge:R:1 method="wB97M-V/def2-TZVPD" multiplicity=1 total_charge=0 lumo_ev="-0.09 / 0.15" orbital_gap_ev="9.110 / 8.799" fmax_ev_per_a=6.15
O 0.7301 -0.6934 0.2910 -0.0950
O -0.2015 0.0847 -1.5251 -0.0437
O -1.4584 0.0781 0.2201 -0.4302
N -0.6313 -0.4459 -0.3584 0.7595
N -0.8818 2.3516 0.8334 -0.3449
N 0.1772 -0.9087 -2.4459 -0.3909
N 0.4485 -1.1218 1.5726 -0.3828
C 0.4251 -0.4999 -3.5823 -0.2663
C 1.3861 -1.5417 2.3189 -0.2885
C -1.8864 3.0457 0.7061 -0.1092
H -2.6679 2.4458 0.3774 0.2233
H 1.0903 -1.7540 3.3717 0.2445
H 0.5723 0.5232 -3.8292 0.3269
H -2.2117 4.1555 0.8785 0.2380
H 2.4203 -1.4385 2.0175 0.2968
H 0.3189 -1.2938 -4.3035 0.2623

# 2
18
Properties=species:S:1:pos:R:3:mulliken_charge:R:1 method="wB97M-V/def2-TZVPD" multiplicity=1 total_charge=0 lumo_ev="-1.73 / -1.73" orbital_gap_ev="7.088 / 7.097" fmax_ev_per_a=5.93
S 1.2311 1.6069 0.7180 -0.1088
S -0.7439 2.4117 -1.5590 0.6921
O 2.9238 -0.6904 0.5452 -0.5243
O -0.2025 1.2019 -2.4387 -0.5185
O -2.1428 2.0466 -1.5011 -0.5356
N -0.3485 -0.6162 -0.4809 -0.6439
N -1.2374 -1.4593 1.4123 -0.5326
N -0.2846 1.6360 -0.0142 -0.2650
N 0.7109 -0.7678 0.2237 0.3628
C 1.9722 -0.5542 -0.1399 0.0567
C -1.4986 -0.9917 0.2553 0.0304
C 0.1582 -1.5506 1.6880 -0.1662
H 2.0508 -0.1583 -1.2109 0.3067
H 0.5336 -0.8277 2.4268 0.2868
H -0.2692 0.2356 -1.9102 0.5305
H -0.9918 1.8938 0.6470 0.3253
H -2.4067 -0.8381 -0.3604 0.3928
H 0.5453 -2.5782 1.6989 0.3108

# 3
19
Properties=species:S:1:pos:R:3:mulliken_charge:R:1 method="wB97M-V/def2-TZVPD" multiplicity=1 total_charge=0 lumo_ev=-1.09 smiles="CN(C)C([N+](=O)[O-])([N+](=O)[O-])[N+](=O)[O-]" orbital_gap_ev=8.956 fmax_ev_per_a=5.15
O -0.0724 0.6557 -2.1050 -0.5947
O -1.3540 1.9817 0.8081 -0.5608
O -2.0552 1.1103 -1.4896 -0.5777
O -1.4515 -1.9137 -1.1282 -0.5376
O -2.0455 0.3421 1.9940 -0.5492
O -1.6211 -1.9708 1.0096 -0.5274
N -1.3589 -1.4550 -0.0224 1.0130
N -1.5035 0.8244 1.0995 0.9792
N -1.0068 0.6531 -1.3478 1.1869
N 0.8291 -0.1674 0.5322 -0.0940
C -0.8365 -0.0721 -0.0051 -0.0128
C 1.4678 -1.2548 -0.1072 -0.9144
C 1.4136 1.1871 0.4104 -0.8434
H 1.5506 1.4716 -0.6167 0.3718
H 2.5593 -1.1488 -0.1324 0.3626
H 0.7062 1.9255 0.9240 0.3034
H 1.1130 -1.2719 -1.1722 0.3324
H 1.2916 -2.1966 0.2136 0.3377
H 2.3744 1.2993 1.1353 0.3250

# 4
15
Properties=species:S:1:pos:R:3:mulliken_charge:R:1 method="wB97M-V/def2-TZVPD" multiplicity=1 total_charge=0 lumo_ev=0.37 orbital_gap_ev=9.110 fmax_ev_per_a=5.85
S 2.2964 -0.5777 0.6448 0.4622
O 2.9447 -1.4650 -0.3316 -0.6061
N -1.0104 0.1875 0.7879 -0.5266
N -3.1763 -0.5191 0.2834 -0.3949
N -1.3657 -1.8774 -0.2171 -1.0013
N -0.0511 -1.8624 -0.1635 0.5071
C -1.8261 -0.7034 0.3263 0.4848
C 0.5755 -0.8386 0.3191 0.1891
C 2.3016 1.1204 -0.0720 -0.9049
H 2.1593 1.0531 -1.1448 0.3003
H -3.5554 0.1811 0.8979 0.2458
H 0.4187 -2.6804 -0.5494 0.2924
H 1.4912 1.6654 0.3967 0.3602
H 3.2617 1.5749 0.1502 0.3364
H -3.7182 -1.3553 0.1522 0.2554

# 5
14
Properties=species:S:1:pos:R:3:mulliken_charge:R:1 method="wB97M-V/def2-TZVPD" multiplicity=1 total_charge=0 lumo_ev=0.38 smiles="Nc1cc(=S)[nH]n1N" orbital_gap_ev=8.172 fmax_ev_per_a=5.96
S 3.5794 0.0319 -0.0744 -0.3134
N -1.4672 1.3261 -0.0600 -0.4237
N -0.2409 -0.6457 -0.4320 0.1088
N -1.5131 -1.2829 0.0702 -0.6641
N 1.0651 -1.1265 0.1771 -0.4035
C -0.3549 0.7232 -0.1530 0.5763
C 0.8922 1.1338 0.0199 -0.5832
C 1.8582 0.0963 0.0381 -0.0365
H 1.1307 2.1161 0.4520 0.2418
H -1.4211 2.3378 0.0925 0.2343
H -1.3321 -2.2758 -0.2948 0.3044
H -1.4241 -1.3254 1.0968 0.2664
H 1.5762 -1.7282 -0.5837 0.3303
H -2.3484 0.6195 -0.3490 0.3621

# 6
14
Properties=species:S:1:pos:R:3:mulliken_charge:R:1 method="wB97M-V/def2-TZVPD" multiplicity=1 total_charge=0 lumo_ev=-0.20 orbital_gap_ev=8.745 fmax_ev_per_a=5.28
Si -0.3697 0.8009 -1.5222 0.2630
N -1.2667 0.0743 2.0894 0.3256
N -0.6019 -1.7164 3.1231 -0.2889
N -0.7908 0.8141 0.1166 -0.3644
N -1.4341 -0.7855 3.0503 -0.5214
C 0.6818 -0.8581 1.3211 -0.2597
C 0.5360 -1.6712 2.4330 -0.3337
C -0.3342 0.1316 1.0656 0.4565
H -0.2671 2.2572 -1.6724 -0.0909
H 1.2301 -2.3527 2.6858 0.5166
H -1.7453 0.9853 1.8848 0.3478
H -1.4493 0.4328 -2.4081 -0.1036
H 0.7594 -0.0991 -1.6400 -0.1514
H 1.7498 -0.9729 0.8354 0.2045

# 7
16
Properties=species:S:1:pos:R:3:mulliken_charge:R:1 method="wB97M-V/def2-TZVPD" multiplicity=1 total_charge=+1 lumo_ev=-6.24 orbital_gap_ev=8.305 fmax_ev_per_a=5.28
O -4.4277 0.0843 2.9449 -0.2498
O -3.4982 -1.3846 1.5190 -0.3833
N -0.7345 -1.1930 0.6797 -0.4681
N 0.9094 0.3815 0.6249 -0.4032
N -2.1698 -2.0527 -0.9345 -0.4159
N -0.5960 -0.6955 -1.7953 -0.4710
N 0.0464 -0.3532 0.8497 1.0712
C -4.0160 -0.6451 2.2108 0.5591
C -1.1453 -1.2895 -0.8514 0.4703
C 1.5716 1.4205 1.2859 -0.6006
H -2.8382 -1.7042 -1.6092 0.2999
H 0.8488 2.3406 1.4110 0.2967
H 1.9037 1.0657 2.3721 0.2957
H 0.2837 -0.2194 -1.7932 0.2725
H 2.4878 1.7208 0.8678 0.3005
H -2.7202 -2.2295 -0.0762 0.4259

# 8
11
Properties=species:S:1:pos:R:3:mulliken_charge:R:1 method="wB97M-V/def2-TZVPD" multiplicity=1 total_charge=+1 lumo_ev=-4.19 smiles="O=C[C@H]1C[NH2+]1" orbital_gap_ev=11.351 fmax_ev_per_a=4.11
O -0.2190 1.9581 0.8413 -0.3801
N -0.7663 -0.6383 0.4041 -0.1616
C -0.0225 0.1337 -0.6640 0.1688
C 0.2129 1.6421 -0.2211 -0.0006
C 0.6111 -0.9480 0.1379 -0.5631
H 0.5649 2.4137 -0.9837 0.3536
H -0.9315 -0.2481 1.3368 0.3242
H 1.3878 -0.8299 0.8173 0.3045
H -1.2884 -1.4232 0.3277 0.2413
H -0.3661 -0.2224 -1.6976 0.3571
H 0.8171 -1.8377 -0.2987 0.3559

# 9
12
Properties=species:S:1:pos:R:3:mulliken_charge:R:1 method="wB97M-V/def2-TZVPD" multiplicity=1 total_charge=-1 lumo_ev=4.11 smiles="CC(=O)NC[O-]" orbital_gap_ev=7.194 fmax_ev_per_a=1.06
O 0.8038 0.7977 -1.4078 -0.7007
O -0.3885 0.4816 2.4148 -0.8003
N -0.6122 -0.2172 0.0751 -0.3051
C 0.2684 -0.2100 -0.9309 0.6665
C 0.5951 -1.5795 -1.5365 -1.0008
C -0.7021 0.9549 1.2599 -0.2465
H -0.2050 -2.2955 -1.3221 0.3096
H -0.0589 1.6901 0.7562 0.2243
H -0.7936 -1.1230 0.4896 0.2134
H 0.7223 -1.4607 -2.6107 0.2859
H -1.7748 1.2479 1.1096 0.1461
H 1.5294 -1.9801 -1.1362 0.2076

# 10
12
Properties=species:S:1:pos:R:3:mulliken_charge:R:1 method="wB97M-V/def2-TZVPD" multiplicity=1 total_charge=-1 lumo_ev=3.95 orbital_gap_ev=8.036 fmax_ev_per_a=4.25
O -2.2379 -2.2076 2.3659 -0.6322
O -1.0003 -0.4224 1.5034 -0.5725
N 1.2517 -0.0247 -1.6109 -0.5300
C 1.1162 -0.3957 -0.3346 -0.0841
C 0.4639 1.2693 -2.0086 -0.6118
C -1.5810 -1.1267 2.4359 -0.0089
H 0.7114 1.4374 -3.0515 0.2596
H 1.2486 -1.4709 0.0862 0.2531
H -1.0984 -0.8335 3.4388 0.2314
H 0.8177 2.1365 -1.3899 0.2726
H -0.7308 1.2837 -1.9368 0.2093
H 1.0389 0.3547 0.5020 0.2135

# 11
12
Properties=species:S:1:pos:R:3:mulliken_charge:R:1 method="wB97M-V/def2-TZVPD" multiplicity=2 total_charge=0 lumo_ev="0.87 / -3.35" orbital_gap_ev="10.509 / 6.266" fmax_ev_per_a=2.58
O 0.5106 -1.3845 -1.6697 -0.5535
O -1.1580 -0.9252 -0.2977 -0.2741
N -0.6278 0.8669 1.7208 -0.5557
C 0.0314 -0.7589 -0.7330 0.6153
C 0.3129 1.4370 0.7392 -0.4133
C 0.9460 0.3119 -0.0914 -0.3725
H 1.3510 0.8314 -0.9570 0.2842
H 1.0895 1.8789 1.3624 0.3039
H -0.9988 1.4933 2.4233 0.2113
H -0.1588 2.2556 0.2010 0.3019
H -1.4110 0.3826 1.3043 0.1778
H 1.6761 -0.2709 0.4604 0.2748

# 12
12
Properties=species:S:1:pos:R:3:mulliken_charge:R:1 method="wB97M-V/def2-TZVPD" multiplicity=1 total_charge=+1 lumo_ev=-4.61 orbital_gap_ev=10.979 fmax_ev_per_a=2.88
O -1.1510 2.3822 1.3867 -0.7119
O -0.2365 -0.2338 0.9652 -0.3716
N -0.0950 -0.1676 -1.3476 -0.3405
C 0.1431 -0.7222 -0.1451 0.8594
C 1.8626 -2.5826 -0.5191 -0.0499
C 0.9261 -1.9110 -0.1439 -0.4380
H -1.2680 2.6002 2.3470 0.3535
H -0.4655 0.8304 -1.4275 0.2629
H 0.2320 -0.4237 -2.2957 0.2823
H -0.5979 0.8064 0.9795 0.3903
H 2.6637 -3.3031 -0.7703 0.3923
H -2.0135 2.7249 0.9707 0.3711